{
  "formula": "C20H41ClF6GeHgN5O13S2",
  "method": "wB97M-V/def2-TZVPD",
  "symbols": ["Hg", "Ge", "Cl", "S", "S", "F", "F", "F", "F", "F", "F", "O", "O", "O", "O", "O", "O", "O", "O", "O", "O", "O", "O", "O", "N", "N", "N", "N", "N", "C", "C", "C", "C", "C", "C", "C", "C", "C", "C", "C", "C", "C", "C", "C", "C", "C", "C", "C", "C", "H", "H", "H", "H", "H", "H", "H", "H", "H", "H", "H", "H", "H", "H", "H", "H", "H", "H", "H", "H", "H", "H", "H", "H", "H", "H", "H", "H", "H", "H", "H", "H", "H", "H", "H", "H", "H", "H", "H", "H", "H"],
  "positions_angstrom": [[-0.5459, -0.5993, -0.3397], [2.7807, -0.3031, 0.6508], [-2.7583, -2.5789, 1.6497], [-1.5831, -2.4853, -3.2088], [-3.5713, -0.6527, -2.4544], [-5.8323, -1.1506, -3.6909], [-5.4409, -2.5166, -2.0652], [-3.4586, -4.2107, -2.4423], [-6.0201, -0.4810, -1.6400], [-2.2562, -4.8624, -4.1086], [-1.4316, -4.8795, -2.1117], [-2.6846, -3.4198, 2.8083], [-0.8385, 1.2092, -1.6522], [-0.7833, -2.5936, -4.3873], [-3.6348, -1.4565, 1.8906], [1.4644, -1.6809, 0.4918], [1.6512, 0.8831, 1.6516], [-3.1730, -3.3206, 0.5000], [2.2145, 0.5179, -0.9566], [-1.6839, 3.2412, -1.8868], [-3.7080, 0.6696, -2.9826], [-3.1402, -0.8141, -1.0886], [-0.8710, -2.1984, -1.9725], [-1.4031, -2.0324, 1.4147], [1.3505, 3.8160, 0.9276], [-1.8396, 0.9618, 0.9033], [-0.4288, 4.8064, -0.2320], [1.0158, 3.3799, -1.3020], [-2.8571, -1.6161, -3.4851], [-2.2326, -4.2160, -2.9388], [2.7386, -1.2466, -2.5750], [-2.4349, 1.9527, -0.0001], [-1.9062, 3.9840, 1.6197], [0.9541, -3.9091, -0.2546], [1.2549, 2.0703, 3.7075], [4.4407, 0.4905, -1.9789], [0.1673, -0.1192, 3.2759], [2.4228, 1.0954, -3.2995], [-1.2051, 5.1654, 0.9488], [-2.8897, 3.2543, 0.6900], [1.4355, 0.6998, 3.0506], [-5.3140, -1.2612, -2.4654], [0.6282, 3.9825, -0.1865], [3.2292, -3.3992, 0.6406], [1.2844, -3.4628, 2.1662], [2.9475, 0.2077, -2.1725], [1.7331, -3.0795, 0.7569], [-1.5831, 2.1592, -1.2814], [2.6226, 0.0080, 3.7358], [1.2185, -3.6325, -1.2746], [0.1759, -1.0074, 2.6552], [-3.3464, 1.4980, -0.3980], [1.6880, -1.4415, -2.7862], [-1.1641, 3.2931, 2.0275], [3.8078, -2.8985, 1.4180], [1.8770, -2.9340, 2.9160], [-0.5819, 5.7155, 1.6602], [2.8025, 0.7279, -4.2540], [1.7849, 2.8871, 1.0620], [-0.1156, -3.7482, -0.1243], [2.7190, -1.0263, 3.4027], [3.3679, -4.4763, 0.7504], [1.0110, 4.2527, 1.7655], [2.7567, 2.1278, -3.1823], [0.2331, -3.2263, 2.3124], [4.9023, -0.2362, -1.3093], [-3.7758, 2.9908, 1.2707], [1.0805, 1.9498, 4.7778], [4.9557, 0.4511, -2.9406], [-2.4472, 4.3792, 2.4826], [3.5556, 0.5243, 3.5025], [1.4244, -4.5353, 2.3164], [-1.0265, 4.5955, -1.0397], [2.4783, 0.0041, 4.8177], [0.3042, 3.3131, -2.0244], [3.3148, -1.4742, -3.4740], [1.1650, -4.9705, -0.1081], [0.0740, -0.4143, 4.3236], [-2.5449, 0.3323, 1.2874], [1.3341, 1.0638, -3.3288], [3.0530, -1.9173, -1.7812], [4.5786, 1.4842, -1.5470], [-0.7240, 0.4531, 3.0085], [-3.2174, 3.9359, -0.0966], [1.5790, 2.5173, -1.2108], [-1.3280, 1.3883, 1.6651], [-1.9598, 5.8708, 0.6000], [0.3852, 2.5845, 3.2897], [3.6340, -3.1014, -0.3270], [2.1448, 2.6904, 3.5745]],
  "forces_ev_per_angstrom": [[0.7, 0.1, 0.6], [0.0, 0.2, 0.1], [0.0, 0.0, 0.0], [0.0, 0.1, -0.1], [0.0, -0.2, -0.1], [0.0, 0.0, 0.0], [0.1, 0.0, 0.0], [0.0, 0.0, 0.1], [0.0, 0.0, 0.0], [0.0, 0.0, 0.0], [0.1, 0.0, 0.0], [0.0, 0.1, 0.0], [0.0, 0.3, -0.2], [0.0, 0.0, 0.0], [0.0, 0.0, 0.0], [-0.2, 0.1, 0.0], [0.0, 0.2, -0.2], [0.0, 0.0, 0.1], [0.1, 0.1, -0.3], [-0.3, 0.0, -0.4], [0.0, 0.0, 0.0], [-0.1, 0.1, 0.0], [-0.2, -0.2, -0.4], [-0.2, -0.2, -0.1], [0.2, -0.5, 0.2], [-0.3, 0.1, -0.2], [0.1, 0.2, 0.2], [0.4, -0.7, 0.0], [0.1, 0.0, 0.2], [0.0, 0.0, -0.1], [-0.1, 0.0, 0.0], [-0.1, 0.1, -0.1], [0.0, 0.0, -0.2], [0.0, 0.1, 0.1], [0.0, 0.0, -0.1], [-0.1, 0.0, 0.0], [0.1, 0.1, 0.0], [-0.1, 0.0, 0.1], [0.2, 0.0, 0.1], [-0.1, -0.2, 0.0], [0.1, 0.0, 0.1], [0.0, 0.0, 0.0], [0.1, 0.2, -0.1], [0.0, 0.1, -0.1], [0.0, 0.2, 0.0], [-0.1, 0.1, 0.3], [-0.1, -0.2, 0.0], [-0.1, -0.5, 0.3], [0.0, 0.0, -0.1], [0.0, 0.0, 0.0], [0.0, -0.1, 0.1], [0.1, 0.0, 0.0], [-0.1, 0.0, 0.0], [0.0, 0.0, 0.0], [0.0, 0.0, 0.0], [0.0, 0.0, 0.0], [0.0, 0.0, 0.0], [0.0, 0.0, 0.0], [-0.2, 0.3, 0.0], [0.0, 0.0, 0.0], [0.0, 0.0, 0.0], [0.0, 0.0, 0.0], [0.0, -0.1, 0.1], [0.0, 0.1, 0.0], [0.0, -0.1, 0.0], [0.0, 0.0, 0.0], [0.0, 0.0, 0.0], [0.0, 0.0, 0.0], [0.0, 0.0, 0.0], [0.0, 0.0, 0.0], [0.0, 0.0, 0.0], [0.0, 0.0, 0.0], [0.1, 0.0, 0.0], [0.0, 0.0, 0.0], [0.0, 0.0, 0.0], [0.0, 0.0, 0.0], [0.0, 0.0, 0.0], [0.0, 0.0, 0.0], [0.0, 0.0, 0.1], [-0.1, 0.0, 0.0], [0.0, -0.1, 0.0], [0.0, 0.0, 0.0], [0.1, -0.1, 0.2], [-0.1, 0.0, 0.0], [-0.2, 0.3, 0.1], [0.0, 0.0, -0.2], [0.0, 0.0, 0.0], [0.0, 0.0, 0.0], [0.0, 0.0, 0.0], [0.0, 0.0, 0.0]],
  "lowdin_charge": [1.26, 0.97, 0.68, 0.62, 0.60, 0.13, 0.15, 0.14, 0.13, 0.13, 0.14, -0.32, -0.10, -0.27, -0.35, -0.39, -0.37, -0.32, -0.38, -0.03, -0.25, -0.34, -0.39, -0.47, 0.22, 0.05, 0.09, 0.22, -0.28, -0.66, -0.03, -0.26, -0.17, -0.04, -0.05, -0.08, -0.03, -0.05, -0.18, -0.12, -0.70, -0.68, -0.44, -0.08, -0.03, -0.69, -0.67, -0.62, -0.08, 0.08, 0.04, 0.13, 0.08, 0.07, 0.06, 0.07, 0.11, 0.09, 0.10, 0.06, 0.05, 0.09, 0.09, 0.08, 0.06, 0.05, 0.12, 0.09, 0.08, 0.11, 0.08, 0.09, 0.11, 0.08, 0.10, 0.09, 0.09, 0.10, 0.06, 0.08, 0.04, 0.08, 0.06, 0.12, 0.10, 0.05, 0.12, 0.05, 0.06, 0.08],
  "molar_mass_da": 1046.35,
  "e_above_lowest_kcal_mol": 30.7,
  "lumo_energy_ev": 2.0541,
  "homo_lumo_gap_ha": 0.2775,
  "total_charge": -1,
  "energy_ev": -166660.3672
}